Here is a structure of composition C28H31GeILiN4O2 from OMol25. Energies are from ωB97M-V/def2-TZVPD.

Geometry as ORCA input:
```
! RIJCOSX wB97M-V def2-TZVPD def2/J DEFGRID3
* xyz 1 1
Li -0.7256 -1.0457 0.0171
I -2.4441 1.2532 -0.5418
C -4.1372 -0.0902 -0.1216
C -5.3301 0.5412 -0.0366
C -6.4618 -0.3023 0.0802
C -6.2868 -1.6535 0.1253
C -4.9993 -2.2469 0.0487
C -4.8496 -3.6521 0.0995
C -3.6115 -4.2145 0.0370
C -2.4572 -3.3982 -0.0797
C -2.5014 -2.0226 -0.1301
C -3.8045 -1.4496 -0.0692
H -5.4278 1.6150 -0.0764
H -7.4468 0.1409 0.1339
H -7.1455 -2.3063 0.2290
H -5.7411 -4.2629 0.1830
H -3.5129 -5.2935 0.0734
H -1.4921 -3.8935 -0.1457
N 1.6505 0.3195 -1.1344
C 2.1665 -1.0443 -1.2976
C 3.6472 -1.2171 -0.8947
C 4.4110 -2.2987 -1.6515
C 4.0048 -3.7333 -1.3304
N 4.4593 -4.1224 0.0195
C 3.7419 -4.6387 1.0176
N 2.4223 -4.6921 1.0002
N 4.4031 -5.1261 2.0825
C 1.3250 -1.9805 -0.4449
O 1.1699 -3.1405 -0.8822
O 0.8906 -1.5328 0.6547
H 2.1831 0.9719 -1.7012
H 1.7806 0.5968 -0.1647
H 2.0344 -1.3496 -2.3367
H 3.7151 -1.3987 0.1846
H 4.1419 -0.2586 -1.0686
H 5.4811 -2.1869 -1.4472
H 4.2931 -2.1504 -2.7282
H 4.4543 -4.4229 -2.0446
H 2.9253 -3.8513 -1.3874
H 5.4562 -4.0973 0.1669
H 1.8434 -4.1229 0.3533
H 1.9498 -5.0662 1.8054
H 5.4056 -5.1869 2.0938
H 3.9049 -5.4710 2.8832
Ge -0.9933 3.0413 0.8772
C -1.9351 4.5815 0.2757
C -1.6042 5.2810 -0.8862
C -2.3353 6.4018 -1.2521
C -3.3971 6.8259 -0.4641
C -3.7371 6.1313 0.6888
C -3.0152 5.0045 1.0559
C 0.8895 2.9779 0.6656
C 1.5614 3.4444 -0.4692
C 2.9469 3.4744 -0.4853
C 3.6649 3.0313 0.6211
C 3.0039 2.5558 1.7435
C 1.6144 2.5202 1.7675
H -1.3689 2.6298 2.2970
H -0.7825 4.9650 -1.5134
H -2.0782 6.9430 -2.1530
H -3.9634 7.7024 -0.7509
H -4.5657 6.4647 1.2997
H -3.2936 4.4638 1.9530
H 1.0171 3.7795 -1.3401
H 3.4684 3.8461 -1.3576
H 4.7468 3.0596 0.6060
H 3.5662 2.2133 2.6020
H 1.1044 2.1442 2.6457
*
```

Properties
Relative energy (zero: lowest compared OMol25 entry of this formula, charge and spin): 299.6 kJ/mol
Frontier orbital gap: 6.0 eV
Total energy: -104410.5607 eV
Molar mass: 662.0 g/mol

Löwdin atomic charge list, values in e, 6 entries: 0.50 1.17 -0.47 -0.15 -0.07 -0.03